Here is C20H12Co2NO6 as an isolated structure at a distorted geometry from the OMol25 dataset. Energies are from wB97M-V/def2-TZVPD.

Each line ends with the Mulliken charge.
CARTESIAN COORDINATES (ANGSTROEM)
O  -3.53  -1.03  1.08  -0.28
C  -2.39  -0.83  1.10  0.30
Co  -0.63  -0.58  1.20  0.16
C  -0.27  -2.25  1.75  0.08
O  -0.07  -3.32  2.14  -0.30
C  -0.15  -0.57  -0.52  0.12
O  0.09  -0.69  -1.64  -0.30
C  -0.27  0.89  2.19  -0.06
C  0.85  0.21  1.82  -0.08
C  2.19  0.06  1.81  0.13
C  2.97  0.06  0.60  0.19
C  4.18  -0.68  0.56  -0.23
C  4.96  -0.71  -0.59  -0.70
C  4.58  0.05  -1.71  -0.31
C  3.39  0.78  -1.69  -0.81
C  2.57  0.75  -0.56  0.15
Co  -1.21  2.00  0.84  0.24
C  -2.95  2.10  1.06  0.18
O  -4.08  2.28  1.19  -0.30
C  -0.79  2.39  -0.84  0.27
O  -0.55  2.78  -1.90  -0.31
C  -0.63  3.46  1.59  0.14
O  -0.22  4.43  2.08  -0.30
H  -0.51  1.14  3.24  0.68
H  2.69  -0.20  2.74  0.76
H  4.44  -1.23  1.47  0.40
H  5.87  -1.29  -0.60  0.42
H  5.22  0.07  -2.59  0.40
H  3.09  1.37  -2.56  0.43
H  1.62  1.30  -0.54  0.21
N  2.86  -0.89  4.58  -0.35
C  3.57  -1.99  4.80  -0.09
C  4.01  -2.33  6.09  -0.79
C  3.66  -1.49  7.16  -0.07
C  2.88  -0.35  6.90  -0.80
C  2.49  -0.09  5.58  -0.04
H  3.82  -2.61  3.93  0.41
H  4.61  -3.22  6.22  0.35
H  4.00  -1.71  8.17  0.39
H  2.57  0.34  7.68  0.36
H  1.88  0.78  5.32  0.38

Properties
Electronic energy: -4040.6640 Ha
Total charge: +1
Energy above the lowest of the compared OMol25 structures with the same formula, charge and spin: 0.000 eV
Gap between HOMO and LUMO: 5.48 eV
Strongest force on any atom: 4.6 eV/A

=====

Here is a 2-piece molecular cluster, C5H18N3O overall at a distorted geometry from the OMol25 dataset. Energies are from wB97M-V/def2-TZVPD.

Each line ends with the Mulliken charge.
CARTESIAN COORDINATES (ANGSTROEM)
N  0.25  -1.90  -0.92  -0.16
C  0.83  -0.78  -1.73  0.34
C  2.31  -1.12  -2.06  -1.39
C  0.76  0.52  -0.91  -0.86
N  -0.41  0.50  -0.01  -0.17
C  -0.14  1.13  1.32  -0.73
C  -1.39  1.78  1.91  -0.83
N  -1.96  2.85  1.12  -0.55
H  0.85  -2.69  -0.69  0.37
H  -0.64  -2.19  -1.32  0.36
H  -0.05  -1.52  0.00  0.23
H  0.33  -0.70  -2.69  0.33
H  2.71  -0.65  -2.95  0.37
H  2.51  -2.18  -2.08  0.37
H  2.93  -0.72  -1.26  0.37
H  1.60  0.68  -0.25  0.47
H  0.75  1.32  -1.65  0.35
H  -1.16  1.06  -0.35  0.13
H  0.66  1.88  1.22  0.39
H  0.28  0.34  1.95  0.38
H  -1.10  2.19  2.88  0.37
H  -2.11  1.02  2.05  0.41
H  -1.25  3.48  0.76  0.24
H  -2.55  2.55  0.35  0.27
H  -1.62  -3.00  1.95  0.31
H  -1.19  -1.52  1.96  0.28
O  -1.22  -2.31  1.41  -0.65

Properties
Electronic energy: -440.5643 Ha
Total charge: +1
Energy above the lowest of the compared OMol25 structures with the same formula, charge and spin: 0.009 eV
Gap between HOMO and LUMO: 9.62 eV
Strongest force on any atom: 2.2 eV/A

=====

Here is a 8-piece molecular cluster, C17H47ClNO11 overall at a distorted geometry from the OMol25 dataset. Energies are from wB97M-V/def2-TZVPD.

Each line ends with the Mulliken spin population.
CARTESIAN COORDINATES (ANGSTROEM)
Cl  1.28  -0.31  -0.33  0.00
O  -0.12  0.04  -0.14  0.00
O  1.46  -1.74  -0.13  0.00
O  1.80  0.02  -1.61  0.00
O  2.09  0.33  0.65  0.00
C  -3.17  -2.34  1.09  0.10
C  -4.29  -1.75  0.16  -0.01
C  -5.65  -2.12  0.75  0.03
C  -5.98  -1.22  1.95  -0.01
C  -5.87  0.28  1.64  0.02
C  -4.53  0.75  0.97  0.00
N  -4.20  -0.28  -0.08  0.73
O  -3.14  0.10  -0.86  0.02
C  -4.81  2.13  0.33  0.02
C  -3.46  0.90  2.09  0.07
C  -4.14  -2.46  -1.17  0.02
H  -3.23  -3.42  1.25  0.00
H  -3.18  -1.90  2.08  0.00
H  -2.21  -2.15  0.60  0.00
H  -6.41  -1.96  -0.02  -0.01
H  -5.71  -3.14  1.13  0.00
H  -5.28  -1.45  2.76  0.00
H  -6.94  -1.47  2.39  0.00
H  -6.01  0.81  2.58  0.00
H  -6.76  0.48  1.04  0.00
H  -4.91  2.92  1.08  0.00
H  -3.94  2.48  -0.23  0.00
H  -5.64  2.22  -0.38  -0.01
H  -2.46  1.05  1.68  0.00
H  -3.65  1.77  2.72  0.00
H  -3.41  0.09  2.81  0.00
H  -4.20  -3.54  -1.06  0.00
H  -3.29  -2.17  -1.79  0.00
H  -5.02  -2.35  -1.80  -0.01
H  -2.38  -0.07  -0.29  0.03
C  4.56  2.20  2.43  0.00
C  4.24  2.60  1.00  0.00
O  4.81  3.86  0.70  0.00
H  4.51  3.01  3.15  0.00
H  5.61  1.89  2.47  0.00
H  3.97  1.33  2.73  0.00
H  3.18  2.80  0.83  0.00
H  4.61  1.85  0.30  0.00
H  5.73  3.74  0.92  0.00
C  -0.34  4.29  -2.80  0.00
C  -0.28  3.06  -1.90  0.00
O  -1.57  2.65  -1.48  0.00
H  -0.39  3.96  -3.84  0.00
H  0.54  4.92  -2.64  0.00
H  -1.14  4.96  -2.49  0.00
H  0.34  3.29  -1.03  0.00
H  0.09  2.21  -2.48  0.00
H  -1.54  1.71  -1.28  0.00
C  5.18  -1.26  0.69  0.00
O  6.09  -2.29  1.04  0.00
H  5.54  -0.27  0.99  0.00
H  5.25  -1.10  -0.38  0.00
H  4.20  -1.57  1.06  0.00
H  6.90  -1.88  1.35  0.00
C  4.09  -2.70  -2.84  0.00
O  2.78  -3.27  -2.68  0.00
H  4.08  -1.61  -2.85  0.00
H  4.74  -3.02  -2.03  0.00
H  4.53  -3.08  -3.77  0.00
H  2.41  -2.70  -2.01  0.00
C  3.10  3.19  -2.27  0.00
O  3.52  4.48  -2.08  0.00
H  3.96  2.53  -2.20  0.00
H  2.36  2.76  -1.59  0.00
H  2.67  3.16  -3.27  0.00
H  3.96  4.50  -1.22  0.00
C  2.21  -5.05  1.09  0.00
O  2.96  -5.76  2.08  0.00
H  2.25  -5.56  0.13  0.00
H  1.14  -4.95  1.25  0.00
H  2.70  -4.08  0.96  0.00
H  3.81  -5.32  2.15  0.00

Properties
Electronic energy: -2017.9833 Ha
2S+1: 2
Gap between HOMO and LUMO (spin up / spin down): 8.98 / 4.41 eV
Strongest force on any atom: 3.2 eV/A

=====

Here is FH2PS as an isolated structure at a distorted geometry from the OMol25 dataset. Energies are from wB97M-V/def2-TZVPD.

Each line ends with the Mulliken charge.
CARTESIAN COORDINATES (ANGSTROEM)
F  -1.54  1.38  -2.84  -0.25
P  0.96  0.26  -0.07  -0.02
S  0.00  0.65  -2.73  0.06
H  1.61  -1.05  -0.16  0.11
H  -0.29  -0.31  0.27  0.11

Properties
Electronic energy: -840.4870 Ha
Energy above the lowest of the compared OMol25 structures with the same formula, charge and spin: 3.575 eV
Gap between HOMO and LUMO (spin up / spin down): 7.22 / 7.22 eV
Strongest force on any atom: 2.1 eV/A

=====

Q: What is the strongest force on any atom in the third record?
A: 3.2 eV/A

=====

Q: Look up the electronic energy of the first one.
A: -4040.6640 Ha